No. 1
The following is a DFT calculation (the ωB97M-V functional and the def2-TZVPD basis) of a structure of composition C4H10N2S.

Cartesian coordinates (Å):
H 0.583 2.454 -1.008
S 1.531 0.294 -0.476
C 0.093 2.653 0.081
N -0.853 1.505 0.159
H -2.728 -0.872 0.795
H -0.646 3.646 -0.081
N -0.768 -0.815 -0.041
H -2.729 -0.777 -1.077
C -2.317 -1.165 -0.216
H 0.911 2.605 0.948
H -0.222 -1.511 -0.680
C 2.194 -1.349 0.282
C -0.327 0.457 -0.162
H -2.177 -2.309 0.059
H 2.320 -1.206 1.727
H 3.480 -1.150 -0.252
H 1.654 -2.460 -0.059

The value obtained for the molar mass is 118.20 g/mol. Its highest occupied orbital energy is -8.91 eV. As for the energy relative to the best compared isomer or geometry (same formula, charge and spin): 562.0 kJ/mol. The lowest unoccupied orbital energy is 0.0158 Ha. As for the total charge: 0.

Atom charges from the Löwdin analysis, given in e for atoms 1 to 5: H 0.0575; S 0.7289; C -0.2090; N -0.0406; H 0.0802


No. 2
The following is a DFT calculation (the ωB97M-V functional and the def2-TZVPD basis) of a cluster of 2 separate species, C4H10N3 in total.

Cartesian coordinates (Å):
H -2.754 -1.854 -1.594
H 0.526 -1.374 0.603
H 3.050 1.462 3.024
C -1.862 0.173 -1.729
C -0.810 1.122 -1.209
H -0.298 1.810 -1.957
C -0.239 -0.814 0.210
N -1.069 -1.652 -0.362
H -2.377 0.460 -2.601
N 3.030 0.633 2.495
H 3.906 0.218 2.476
H -0.786 -2.563 -0.472
N -0.040 0.474 -0.176
C -1.938 -1.121 -1.337
H 2.263 0.142 2.932
H 0.812 1.104 0.316
H -1.414 1.781 -0.621

The value obtained for the molar mass is 100.14 g/mol. Its highest occupied orbital energy is -13.31 eV. As for the energy relative to the best compared isomer or geometry (same formula, charge and spin): 236.3 kJ/mol. The lowest unoccupied orbital energy is -0.1621 Ha. As for the total charge: +1.

Atom charges from the Löwdin analysis, given in e for atoms 1 to 5: H 0.1519; H 0.1373; H -0.0032; C -0.0129; C -0.1567


No. 3
The following is a DFT calculation (the ωB97M-V functional and the def2-TZVPD basis) of a cluster of 2 separate species, C4H10N3 in total.

Cartesian coordinates (Å):
H 0.337 0.221 -2.636
H 1.115 1.754 -2.463
C 0.275 0.950 -0.679
N 0.113 -1.946 -1.406
H -0.676 1.715 -2.346
N 0.289 -0.202 -0.150
H -0.243 -1.355 1.262
H -0.240 1.542 1.805
C 0.305 -0.468 1.242
C -0.490 0.583 1.995
H -0.461 0.273 3.015
C 0.312 1.203 -2.176
H 1.335 -0.473 1.451
N -0.192 -2.866 -0.807
H -0.494 -3.195 0.074
H 0.286 1.823 0.026
H -1.571 0.441 1.795

The value obtained for the molar mass is 100.14 g/mol. Its highest occupied orbital energy (alpha / beta) is -14.24 / -14.24 eV. As for the energy relative to the best compared isomer or geometry (same formula, charge and spin): 445.1 kJ/mol. The lowest unoccupied orbital energy (alpha / beta) is -0.2009 / -0.2008 Ha. As for the total charge: +1.

Atom charges from the Löwdin analysis, given in e for atoms 1 to 5: H 0.0581; H 0.0489; C -0.1177; N 0.2779; H 0.1185


No. 4
The following is a DFT calculation (the ωB97M-V functional and the def2-TZVPD basis) of a cluster of 2 separate species, C4H10N3 in total.

Cartesian coordinates (Å):
H -3.582 1.053 0.886
N -1.437 -0.433 0.509
H -1.651 -0.460 1.492
H 0.008 -1.157 -0.874
H 1.252 2.314 0.405
C 2.171 0.581 -0.116
H 2.613 -1.536 -0.282
N 2.001 1.747 0.099
N -3.333 0.900 -0.078
H 3.610 -0.681 -1.028
C 3.042 -0.556 -0.155
C -2.304 0.001 -0.421
H 3.828 -0.379 0.655
H -4.213 0.843 -0.564
H 0.387 -1.275 0.889
H -2.071 0.040 -1.519
C -0.321 -1.002 0.103

The value obtained for the molar mass is 100.14 g/mol. Its highest occupied orbital energy (alpha / beta) is -10.02 / -11.14 eV. As for the energy relative to the best compared isomer or geometry (same formula, charge and spin): 517.6 kJ/mol. The lowest unoccupied orbital energy (alpha / beta) is -0.1664 / -0.1360 Ha. As for the total charge: +1.

Atom charges from the Löwdin analysis, given in e for atoms 1 to 5: H 0.0956; N -0.0013; H 0.1744; H 0.0524; H 0.0863


No. 5
The following is a DFT calculation (the ωB97M-V functional and the def2-TZVPD basis) of the ion C4H10N3 with charge +1.

Cartesian coordinates (Å):
C 2.880 0.130 -0.659
H -3.436 1.369 -0.130
H -1.317 1.296 -0.186
H 3.585 1.002 -0.793
H -3.403 0.110 1.201
C 0.229 -0.827 0.351
N -1.749 0.408 -0.282
H 0.514 -1.908 0.284
H 2.126 -0.108 -1.359
C -3.093 0.419 0.130
H -1.498 -1.564 -0.214
H -3.692 -0.242 -0.716
H 2.943 0.835 1.350
N 1.041 0.095 0.910
C 2.285 0.389 0.717
H 3.630 -0.690 -0.631
N -1.046 -0.714 0.028

The SMILES is C/C=N\C=[NH+]/NC. The value obtained for the molar mass is 100.14 g/mol. Its highest occupied orbital energy is -13.23 eV. As for the energy relative to the best compared isomer or geometry (same formula, charge and spin): 348.6 kJ/mol. The lowest unoccupied orbital energy is -0.1692 Ha. As for the total charge: +1.

Atom charges from the Löwdin analysis, given in e for atoms 1 to 5: C -0.0258; H 0.0605; H 0.1347; H 0.1151; H 0.1233


No. 6
The following is a DFT calculation (the ωB97M-V functional and the def2-TZVPD basis) of the ion C4H10N3 with charge +1.

Cartesian coordinates (Å):
H 0.432 2.951 -0.549
C 1.131 -0.256 0.505
C -1.833 -0.254 0.160
N 0.895 1.973 -0.367
N -3.070 -0.100 -0.091
H -3.327 0.824 -0.537
C 1.383 -1.658 -0.231
H 2.083 0.226 0.510
C 0.241 0.906 0.114
N -1.090 0.865 0.138
H 1.884 2.027 -0.165
H 1.195 -1.472 -1.256
H 0.851 -0.619 1.595
H 2.403 -1.978 -0.069
H 0.776 -2.394 0.252
H -3.757 -0.860 -0.113
H -1.516 1.771 -0.188

The value obtained for the molar mass is 100.14 g/mol. Its highest occupied orbital energy (alpha / beta) is -10.17 / -15.10 eV. As for the energy relative to the best compared isomer or geometry (same formula, charge and spin): 94.4 kJ/mol. As for the spin multiplicity: 3. The lowest unoccupied orbital energy (alpha / beta) is -0.1138 / -0.2310 Ha. As for the total charge: +1.

Atom charges from the Löwdin analysis, given in e for atoms 1 to 5: H 0.1828; C -0.1354; C -0.0478; N 0.1443; N 0.0991


No. 7
The following is a DFT calculation (the ωB97M-V functional and the def2-TZVPD basis) of the ion C4H10N3O with charge +1.

Cartesian coordinates (Å):
O -1.460 -1.437 -2.355
H -0.765 -2.147 1.939
H 1.862 1.128 -1.194
H -0.797 2.091 -0.348
H -0.829 -2.209 -2.357
C 0.309 2.271 -0.503
C -1.543 -0.808 -1.178
H 0.579 3.013 -1.286
C 0.127 -1.485 1.963
H 0.719 2.570 0.375
H 1.866 0.393 0.956
N 0.873 1.090 -0.911
H -0.029 -0.690 2.832
C 0.167 -0.744 0.685
N -0.691 -1.053 -0.247
H -2.313 -0.125 -1.099
H 0.984 -2.101 2.196
N 0.943 0.242 0.533

The SMILES is CN/[NH+]=C(C)\N=C\O. The value obtained for the molar mass is 116.14 g/mol. Its highest occupied orbital energy is -14.39 eV. As for the energy relative to the best compared isomer or geometry (same formula, charge and spin): 265.0 kJ/mol. The lowest unoccupied orbital energy is -0.1203 Ha. As for the total charge: +1.

Atom charges from the Löwdin analysis, given in e for atoms 1 to 5: O 0.1129; H 0.1038; H 0.1278; H 0.1114; H 0.1666


No. 8
The following is a DFT calculation (the ωB97M-V functional and the def2-TZVPD basis) of the ion C4H10N3S with charge +1.

Cartesian coordinates (Å):
H -0.619 0.331 2.380
N -1.294 -1.536 0.815
S 0.352 1.499 -1.316
C -0.254 -0.708 0.766
H -1.891 -1.622 1.740
H -1.189 -2.464 0.327
H -1.207 -0.010 -3.241
N 0.178 -0.069 -1.554
H -1.736 -0.739 -1.935
H -0.345 -1.647 -2.779
H 2.160 2.308 -0.046
C 0.976 1.194 1.432
H 0.707 2.121 1.837
C -0.696 -0.642 -2.413
H 2.309 0.674 -0.334
C 1.542 1.417 -0.012
H 1.774 0.979 1.971
N -0.060 0.275 1.535

The value obtained for the molar mass is 132.21 g/mol. Its highest occupied orbital energy (alpha / beta) is -12.00 / -13.01 eV. As for the energy relative to the best compared isomer or geometry (same formula, charge and spin): 444.2 kJ/mol. The lowest unoccupied orbital energy (alpha / beta) is -0.2056 / -0.1814 Ha. As for the total charge: +1.

Atom charges from the Löwdin analysis, given in e for atoms 1 to 5: H 0.1764; N 0.1085; S 1.0308; C -0.1509; H 0.1743


No. 9
The following is a DFT calculation (the ωB97M-V functional and the def2-TZVPD basis) of the molecule C4H10N4.

Cartesian coordinates (Å):
C 0.137 -0.975 0.760
H 2.094 -0.340 -1.437
N 1.094 -1.091 -0.023
H -1.541 -0.300 -1.304
C 0.904 1.200 -0.953
N 1.185 -0.243 -1.082
H 1.145 1.544 0.161
N -1.394 0.481 -0.673
H -1.701 -0.153 1.137
H 0.743 -2.380 2.122
H -0.268 -1.096 2.797
H 1.558 1.751 -1.659
H -0.971 -2.397 1.895
N -0.880 0.010 0.531
C -0.104 -1.750 1.969
H -0.754 1.755 -2.309
C -0.536 1.544 -1.245
H -0.710 2.441 -0.686

The SMILES is CC1=NNCCNN1. The value obtained for the molar mass is 114.15 g/mol. Its highest occupied orbital energy is -7.75 eV. As for the energy relative to the best compared isomer or geometry (same formula, charge and spin): 260.0 kJ/mol. The lowest unoccupied orbital energy is 0.0405 Ha. As for the total charge: 0.

Atom charges from the Löwdin analysis, given in e for atoms 1 to 5: C -0.4270; H 0.0806; N 0.0483; H 0.1111; C -0.2119


No. 10
The following is a DFT calculation (the ωB97M-V functional and the def2-TZVPD basis) of the molecule C4H10N4.

Cartesian coordinates (Å):
H 1.806 1.091 0.363
C 1.249 0.250 -0.063
H -2.095 -0.815 -0.108
H 1.845 -0.254 -0.826
N -1.813 -0.935 -1.083
N 0.912 -1.979 0.580
C -0.075 0.783 -0.634
H -0.413 0.915 1.632
H -0.514 -0.311 -2.470
H 0.327 2.838 -0.308
H -1.148 2.461 -1.335
H 0.943 -2.631 1.353
H -0.599 -0.338 2.559
C -0.855 -0.199 -1.432
H 0.126 -2.185 -0.034
N -0.412 -0.104 1.582
C -0.281 2.098 -0.805
N 0.997 -0.685 1.030

The SMILES is [H]/N=C\C(=C)CN(N)N. The value obtained for the molar mass is 114.15 g/mol. Its highest occupied orbital energy is -8.73 eV. As for the energy relative to the best compared isomer or geometry (same formula, charge and spin): 388.2 kJ/mol. The lowest unoccupied orbital energy is 0.0349 Ha. As for the total charge: 0.

Atom charges from the Löwdin analysis, given in e for atoms 1 to 5: H 0.1120; C -0.1694; H 0.0401; H 0.1213; N 0.0985


No. 11
The following is a DFT calculation (the ωB97M-V functional and the def2-TZVPD basis) of a cluster of 2 separate species, C4H10N4 in total.

Cartesian coordinates (Å):
H -2.332 2.181 0.464
C -1.433 0.555 -0.540
C 1.158 1.260 -0.233
H 1.004 -2.065 -0.763
H 0.852 2.089 0.381
N -1.413 0.252 1.732
N -0.499 -1.305 0.473
H 1.436 0.332 0.238
H -0.511 -2.099 -1.339
H -1.051 0.041 -1.411
H 0.443 1.994 -1.939
C 1.111 1.287 -1.534
C -2.188 1.702 -0.499
N 0.165 -1.518 -0.852
H -2.677 2.022 -1.422
H -1.200 -0.361 2.546
N -0.991 -0.106 0.630
H 1.616 0.636 -2.202

The value obtained for the molar mass is 114.15 g/mol. Its highest occupied orbital energy (alpha / beta) is -8.55 / -8.55 eV. As for the energy relative to the best compared isomer or geometry (same formula, charge and spin): 651.3 kJ/mol. The lowest unoccupied orbital energy (alpha / beta) is 0.0040 / 0.0040 Ha. As for the total charge: 0.

Atom charges from the Löwdin analysis, given in e for atoms 1 to 5: H 0.0555; C -0.1735; C -0.1104; H 0.0649; H 0.0671


No. 12
The following is a DFT calculation (the ωB97M-V functional and the def2-TZVPD basis) of a cluster of 2 separate species, C4H10N4 in total.

Cartesian coordinates (Å):
H 2.290 0.141 -0.416
N -0.522 1.309 -0.651
N -1.803 0.842 -0.142
H -3.317 -0.657 -0.966
C 0.429 0.928 0.267
C -2.215 -0.329 -1.042
N -1.364 -1.206 -1.234
H -2.518 1.638 -0.551
H -1.661 -2.272 -1.576
H 0.904 -2.250 1.255
H 2.178 1.467 0.809
C 1.961 1.230 -0.104
C 0.423 -0.218 1.267
H 0.607 0.067 2.356
H 1.479 -1.238 -0.650
H -0.516 -0.326 1.436
N 1.372 -1.257 0.749
H 2.272 2.132 -0.807

The value obtained for the molar mass is 114.15 g/mol. Its highest occupied orbital energy is -9.13 eV. As for the energy relative to the best compared isomer or geometry (same formula, charge and spin): 803.0 kJ/mol. The lowest unoccupied orbital energy is 0.0294 Ha. As for the total charge: 0.

Atom charges from the Löwdin analysis, given in e for atoms 1 to 5: H 0.0626; N 0.0180; N -0.1022; H 0.1202; C -0.2637


Calculated total energy per entry: -665.8889, -322.3706, -322.2910, -322.2634, -322.3278, -322.2715, -397.5783, -720.4612, -377.3478, -377.2990, -377.1987, -377.1409 a.u.
Maximum force per entry: 7.85, 4.41, 4.73, 4.57, 6.19, 5.60, 6.86, 5.12, 3.52, 2.59, 3.91, 6.95 eV/A